Record 1
A 3-piece molecular cluster, C19H34N6O6PS overall in a non-equilibrium geometry, computed with ωB97M-V/def2-TZVPD.

Output
Net charge   +1
Strongest force on any atom   0.1910 hartree/bohr
Orbital gap   4.19 eV

Structure (XYZ):
```
67
Properties=species:S:1:pos:R:3:forces:R:3:lowdin_charge:R:1
C -3.4349 4.8193 2.0683 1.34 -0.51 0.32 -0.01
C -3.1926 3.8740 0.7098 -5.08 -2.20 -0.06 -0.28
O -4.2205 3.1391 0.2791 7.23 4.28 1.83 -0.01
O -1.8351 3.9090 0.1454 -3.10 -1.19 -0.76 -0.07
C -1.7792 3.3753 -1.2234 -0.13 2.78 -1.76 -0.15
N -1.5186 1.8911 -1.3295 3.30 -1.26 -0.86 -0.03
C -1.1106 1.2724 0.0013 0.77 -0.89 1.04 -0.07
C -0.4306 -0.2251 -0.2901 0.59 0.65 -0.31 -0.24
O -0.1755 -1.0005 0.9319 -2.00 1.31 -1.25 -0.19
C -1.4098 -1.3877 1.6279 -0.52 -1.79 1.55 -0.13
C -2.3783 -2.4295 0.8142 -1.76 0.78 -0.40 -0.32
C -3.6145 -1.5226 0.1476 0.00 -0.21 -0.18 -0.07
O -1.6633 -3.2477 -0.1820 -1.48 1.82 -0.69 -0.10
C 1.0752 0.1255 -0.9289 -1.53 -1.01 0.15 -0.31
P 2.4098 0.4559 0.3956 4.28 -1.18 -1.18 0.81
N 3.8229 -0.1404 -0.2148 -1.71 2.01 0.62 -0.32
N 0.9959 1.4112 -1.7794 -3.71 -0.73 -2.33 0.05
C -0.4156 1.5485 -2.3055 0.60 0.17 1.48 -0.16
N -0.6731 1.3083 -3.6321 1.48 1.05 2.38 0.01
S -2.2441 1.3687 -4.3915 -6.43 -6.14 -4.18 0.79
C -2.4944 3.0688 -5.1584 0.25 1.74 -1.26 -0.14
O -3.4199 0.8770 -3.5128 4.91 3.02 -1.81 -0.32
O -2.1732 0.3640 -5.6075 1.33 4.35 4.50 -0.36
H -2.8530 4.3033 2.9730 -1.14 0.98 -2.08 0.11
H -2.9429 5.8908 1.9612 -1.20 -2.31 -0.01 0.10
H -4.5662 4.8520 2.3970 2.39 -0.13 -1.25 0.11
H -0.8881 3.9545 -1.7675 -1.75 -1.12 1.53 0.17
H -2.7601 3.7365 -1.7996 1.92 -1.40 1.39 0.16
H -2.0798 1.2190 0.6546 1.98 0.11 -1.29 0.14
H -0.2457 1.8823 0.5541 -2.05 -1.08 -1.10 0.15
H -1.0359 -0.8643 -1.0606 0.95 1.29 1.40 0.15
H -1.0657 -1.9609 2.6171 -0.41 1.48 -2.28 0.14
H -2.0802 -0.5009 1.9923 1.46 -1.37 -0.84 0.13
H -2.9168 -3.1740 1.5614 1.39 1.59 -1.34 0.16
H -4.2864 -1.0710 0.9940 1.34 -0.95 -1.49 0.09
H -4.3234 -2.1930 -0.5361 1.65 1.46 1.43 0.11
H -3.2026 -0.5960 -0.4724 -0.86 -2.06 1.12 0.07
H -2.0370 -3.0308 -1.1041 0.70 -0.51 2.22 0.12
H 1.4416 -0.7119 -1.6881 -0.53 1.46 2.15 0.16
H 2.1970 -0.1968 1.6614 -0.87 0.62 -0.80 0.01
H 2.6307 1.8775 0.5965 -1.23 -0.78 0.10 0.02
H 4.4926 0.6543 -0.3079 -0.59 -0.91 0.06 -0.02
H 1.6556 1.3442 -2.5980 -0.74 -0.03 1.17 0.14
H 0.1545 1.0502 -4.2367 -1.44 0.22 0.57 0.18
H -1.5137 3.7439 -5.1080 -2.16 -1.58 0.29 0.10
H -3.4492 3.6054 -4.7376 2.04 -1.27 -0.34 0.10
H -2.6950 2.9198 -6.3252 0.50 -0.32 2.71 0.12
N 0.7827 -2.2920 5.6776 0.02 0.04 -0.01 0.00
C 1.2292 -1.6916 4.5293 -0.06 0.02 -0.10 -0.16
C 1.6754 -0.4301 4.8544 -0.09 -0.24 -0.31 -0.12
C 1.4971 -0.2661 6.2488 -0.13 -0.12 0.37 -0.11
C 0.9470 -1.4321 6.7323 -0.01 0.09 0.01 -0.13
H 0.3938 -3.2241 5.7376 0.20 0.34 0.00 0.15
H 1.1899 -2.2114 3.5814 0.07 0.08 0.13 0.10
H 2.0861 0.2935 4.1621 -0.02 -0.11 0.12 0.07
H 1.7441 0.6082 6.8372 -0.03 -0.18 -0.08 0.09
H 0.6580 -1.7223 7.7336 0.07 0.09 -0.17 0.11
N 4.3078 -4.3347 -1.2182 0.10 -0.03 -0.07 -0.01
C 5.0299 -4.8287 -2.2732 0.03 -0.11 -0.15 -0.15
C 5.7392 -3.7871 -2.8284 -0.06 -0.42 -0.06 -0.12
C 5.4389 -2.6252 -2.0780 -0.24 0.19 0.27 -0.13
C 4.5550 -2.9928 -1.0883 -0.19 -0.03 0.15 -0.17
H 3.6900 -4.8758 -0.6273 0.29 0.21 -0.23 0.15
H 4.9761 -5.8759 -2.5389 0.04 0.19 0.01 0.10
H 6.4023 -3.8569 -3.6808 -0.10 -0.02 0.15 0.09
H 5.8263 -1.6279 -2.2416 -0.08 -0.16 0.08 0.08
H 4.0810 -2.4156 -0.3056 0.24 -0.06 -0.25 0.06
```
Positions in Å, forces in eV/Å.

---

Record 2
A single C4H8O molecule, computed with ωB97M-V/def2-TZVPD.

Output
SMILES string   OCC1CC1
Relative energy (zero: lowest compared OMol25 entry of this formula, charge and spin)   101.6 kJ/mol
Net charge   0
Strongest force on any atom   0.0074 hartree/bohr
Orbital gap   11.32 eV

Structure (XYZ):
```
13
Properties=species:S:1:pos:R:3:forces:R:3:lowdin_charge:R:1
O -1.6389 0.5674 -1.4478 0.14 0.02 -0.25 -0.06
C -1.1887 0.6433 -0.1100 0.10 0.03 0.36 -0.25
C -0.2468 -0.4813 0.2508 -0.16 -0.04 0.00 -0.29
C 0.9629 -0.2005 1.0944 0.06 0.06 0.20 -0.12
C 1.1254 -0.5057 -0.3669 0.11 -0.02 -0.18 -0.13
H -0.8489 0.5274 -2.0027 -0.20 -0.04 0.00 0.08
H -2.0907 0.6026 0.5091 0.15 0.01 -0.05 0.12
H -0.6983 1.6118 0.0885 -0.05 -0.16 -0.08 0.12
H -0.7222 -1.4520 0.3769 0.09 0.15 -0.01 0.14
H 1.1221 0.8285 1.4090 -0.04 -0.18 -0.06 0.10
H 1.2833 -0.9407 1.8214 -0.08 0.09 -0.15 0.10
H 1.4153 0.3097 -1.0278 -0.07 -0.09 0.14 0.10
H 1.5328 -1.4712 -0.6520 -0.05 0.17 0.06 0.10
```
Positions in Å, forces in eV/Å.

---

Record 3
A single C20H31N5O4 molecule, computed with ωB97M-V/def2-TZVPD.

Output
SMILES string   CC(C)Cn1[nH]c(CC(=O)N2CC(CN(C)C(=O)CC(=O)NC3CC3)C2)cc1=O
Relative energy (zero: lowest compared OMol25 entry of this formula, charge and spin)   150.0 kJ/mol
Net charge   0
Strongest force on any atom   0.0053 hartree/bohr
Orbital gap   8.93 eV

Structure (XYZ):
```
60
Properties=species:S:1:pos:R:3:forces:R:3:lowdin_charge:R:1
C -0.0120 -6.7500 0.4472 -0.04 -0.03 -0.02 -0.09
C -0.0156 -5.3043 -0.0422 0.03 0.01 0.08 -0.38
C 1.4148 -4.7992 -0.2151 -0.03 -0.02 0.03 -0.07
C -0.8814 -4.4423 0.9188 0.12 -0.03 0.06 -0.10
N -0.2929 -3.2173 1.4175 -0.05 -0.06 -0.09 -0.06
N 0.6529 -3.2678 2.4478 0.11 -0.01 0.06 0.09
C 1.3126 -2.0424 2.4162 -0.04 -0.08 -0.03 -0.24
C 2.2804 -1.7068 3.5076 -0.04 -0.02 -0.08 -0.02
C 3.1456 -0.5346 3.0775 -0.03 0.09 0.09 -0.48
O 2.8684 0.6197 3.3557 0.00 -0.04 -0.01 0.07
N 4.2152 -0.8562 2.3330 0.09 -0.02 0.08 -0.03
C 4.7982 -2.0973 1.8209 -0.04 -0.02 0.00 -0.07
C 5.8696 -1.2296 1.1014 -0.06 -0.01 -0.03 -0.21
C 5.8790 -1.3047 -0.4172 0.04 -0.07 0.03 -0.12
N 6.7339 -2.3676 -0.9390 0.03 0.08 -0.06 -0.10
C 8.1039 -1.9776 -1.2181 0.02 0.01 -0.02 -0.03
C 6.2277 -3.6144 -1.0871 -0.02 -0.12 0.18 -0.41
O 5.0788 -3.8673 -0.7317 -0.01 0.07 -0.05 0.04
C 7.1515 -4.6653 -1.6780 0.01 0.01 0.00 0.00
C 6.6168 -6.0640 -1.9787 -0.04 -0.02 -0.10 -0.48
O 7.2274 -6.7576 -2.7736 0.02 -0.02 0.04 0.06
N 5.5447 -6.4827 -1.2791 -0.03 0.04 -0.02 0.12
C 4.9837 -7.7812 -1.4976 0.05 0.00 0.00 -0.29
C 3.7374 -8.1369 -0.7591 -0.01 0.03 -0.07 -0.10
C 3.6989 -7.9242 -2.2568 -0.03 -0.02 0.08 -0.08
C 5.1694 0.0260 1.6836 0.00 0.07 -0.03 -0.07
C 0.9518 -1.3413 1.3284 0.10 0.08 0.02 0.08
C -0.0571 -2.1159 0.6157 -0.18 0.14 -0.15 -0.47
O -0.6069 -1.9266 -0.4575 0.06 -0.05 0.05 0.05
H 0.4903 -6.8234 1.4164 0.00 0.01 0.00 0.08
H -1.0279 -7.1335 0.5661 0.01 -0.01 0.01 0.08
H 0.5113 -7.4022 -0.2522 0.02 -0.02 -0.03 0.07
H -0.4983 -5.2772 -1.0219 0.02 0.02 -0.01 0.13
H 1.9525 -4.8007 0.7369 0.00 0.01 -0.03 0.08
H 1.9519 -5.4517 -0.9069 -0.01 0.00 0.00 0.06
H 1.4434 -3.7938 -0.6307 0.01 0.05 -0.01 0.08
H -1.8044 -4.1447 0.4246 0.00 0.01 0.01 0.13
H -1.1529 -5.0315 1.7971 -0.05 -0.03 0.00 0.12
H 0.2362 -3.5095 3.3413 -0.02 0.00 -0.01 0.16
H 1.7480 -1.4078 4.4112 0.01 0.01 0.01 0.13
H 2.8860 -2.5881 3.7311 0.01 0.01 0.02 0.12
H 5.1814 -2.7646 2.5962 0.00 0.03 0.01 0.12
H 4.1435 -2.6542 1.1517 0.01 -0.01 -0.03 0.10
H 6.8756 -1.3726 1.4955 0.00 -0.02 0.00 0.14
H 4.8634 -1.4499 -0.7866 0.00 0.00 -0.02 0.14
H 6.2614 -0.3675 -0.8282 -0.03 0.02 0.01 0.13
H 8.7102 -2.8239 -1.5184 -0.01 0.00 0.01 0.08
H 8.1325 -1.2323 -2.0161 0.01 0.00 0.00 0.10
H 8.5577 -1.5415 -0.3251 0.00 0.01 0.00 0.09
H 7.5850 -4.3058 -2.6105 -0.01 -0.02 -0.02 0.13
H 7.9912 -4.8209 -0.9939 0.00 0.04 0.00 0.14
H 5.0047 -5.7608 -0.8162 0.01 0.00 0.04 0.11
H 5.7396 -8.5384 -1.6440 -0.01 -0.01 0.01 0.14
H 3.6393 -9.1416 -0.3741 -0.01 0.00 0.01 0.10
H 3.2922 -7.3667 -0.1421 0.00 -0.01 0.02 0.08
H 3.2388 -7.0114 -2.6105 0.00 -0.01 -0.03 0.10
H 3.5777 -8.7869 -2.8960 -0.01 0.01 -0.02 0.10
H 4.7158 0.6907 0.9431 -0.03 -0.03 -0.01 0.13
H 5.7516 0.6330 2.3778 0.04 -0.03 0.00 0.13
H 1.3305 -0.3845 1.0114 0.02 -0.01 -0.01 0.13
```
Positions in Å, forces in eV/Å.

---

Record 4
A 7-piece molecular cluster, H14O7 overall in a non-equilibrium geometry, computed with ωB97M-V/def2-TZVPD.

Output
SMILES string   O.O.O.O.O.O.O
Relative energy (zero: lowest compared OMol25 entry of this formula, charge and spin)   280.2 kJ/mol
Net charge   0
Strongest force on any atom   0.0822 hartree/bohr
Orbital gap   11.05 eV

Structure (XYZ):
```
21
Properties=species:S:1:pos:R:3:forces:R:3:lowdin_charge:R:1
H 1.5366 0.0597 1.2801 0.38 -0.67 -0.54 0.04
H 0.2854 0.2601 2.0221 0.39 -1.89 -1.53 0.10
H 1.6797 1.0688 -3.1433 -0.14 -0.11 0.16 0.04
H 0.9892 0.7177 -1.8377 0.53 0.43 -0.29 -0.03
H -4.3984 3.2831 0.8630 -2.71 2.11 2.46 -0.03
H -3.1041 2.7415 0.7183 -0.22 -0.34 -0.93 0.05
H 1.6789 3.3433 -1.0756 0.44 2.54 0.09 0.02
H 1.2811 2.2014 -0.1235 -0.03 0.37 -0.83 0.06
H 3.0257 -1.7984 -0.9578 -0.56 0.14 -0.13 0.05
H 1.5191 -1.5183 -0.7582 -1.96 1.47 -1.41 -0.04
H -0.4762 0.2130 -1.3886 -0.62 0.31 0.11 0.03
H -0.8894 -0.0294 0.0289 -0.07 -0.69 0.77 0.02
H -0.9580 -4.4794 2.1637 -0.11 -0.84 -2.02 0.01
H -0.4536 -3.8571 3.2890 2.59 1.58 1.72 -0.01
O 0.6861 -0.3947 1.3401 -0.51 2.16 2.85 -0.10
O 1.1976 0.3560 -2.7085 -0.05 -0.50 -0.16 -0.07
O -3.9471 2.8293 0.2289 2.92 -1.78 -1.56 -0.02
O 1.5075 2.4417 -1.0438 -0.33 -2.49 0.93 -0.03
O 2.2447 -1.9539 -0.4121 2.65 -1.62 1.46 -0.03
O -0.6651 0.6767 -0.5554 -0.13 0.53 -1.41 -0.06
O -1.2382 -4.2308 3.0157 -2.46 -0.72 0.28 0.00
```
Positions in Å, forces in eV/Å.

---

Record 5
A single C5H6 molecule in a non-equilibrium geometry, computed with ωB97M-V/def2-TZVPD.

Output
SMILES string   C#C/C=C/C
Relative energy (zero: lowest compared OMol25 entry of this formula, charge and spin)   138.4 kJ/mol
Net charge   0
Strongest force on any atom   0.0459 hartree/bohr
Orbital gap   10.01 eV

Structure (XYZ):
```
11
Properties=species:S:1:pos:R:3:forces:R:3:lowdin_charge:R:1
C -2.3505 -0.0464 -0.0295 -0.58 0.35 0.09 -0.11
C -0.8968 -0.3846 0.0306 0.37 0.12 -0.15 -0.15
C 0.0891 0.5258 0.0303 -0.81 0.08 -0.11 -0.16
C 1.4546 0.1734 0.0060 2.13 -1.02 0.10 -0.17
C 2.6071 -0.2123 -0.0203 -1.61 0.62 -0.01 0.12
H -2.5791 1.0269 -0.2170 0.44 -0.67 0.18 0.08
H -2.8698 -0.6203 -0.8056 0.20 0.02 0.03 0.07
H -2.8382 -0.3291 0.9119 0.03 0.07 -0.08 0.07
H -0.6291 -1.4571 0.0653 -0.15 0.69 -0.04 0.12
H -0.1125 1.5984 0.0101 -0.23 -0.26 -0.03 0.11
H 3.6076 -0.5542 -0.0674 0.19 -0.01 0.02 0.02
```
Positions in Å, forces in eV/Å.

---

Record 6
AgI as an isolated structure, computed with ωB97M-V/def2-TZVPD.

Output
Spin multiplicity   2
Relative energy (zero: lowest compared OMol25 entry of this formula, charge and spin)   104.7 kJ/mol
Net charge   +1
Strongest force on any atom   0.0023 hartree/bohr
Orbital gap (alpha / beta)   5.56 / 5.21 eV

Structure (XYZ):
```
2
Properties=species:S:1:pos:R:3:forces:R:3:lowdin_charge:R:1
Ag 12.9141 -16.2261 -0.6163 -0.06 -0.10 0.03 0.98
I 10.2392 -20.3900 0.5207 0.06 0.10 -0.03 0.02
```
Positions in Å, forces in eV/Å.